Entry from the Open Molecules 2025 dataset: C27H27AsCl5NPPdS as an isolated structure (wB97M-V/def2-TZVPD).

Each line ends with the Mulliken charge.
Geometry (Å):
Pd -0.930 -0.694 0.309  0.15
Cl 1.058 2.838 3.975  -0.20
C -0.144 1.674 4.315  0.36
C -0.497 0.710 3.321  -0.04
C -1.504 -0.239 3.638  0.60
Cl -1.941 -1.473 2.525  -0.17
C -2.134 -0.232 4.866  -0.18
Cl -3.322 -1.392 5.235  -0.10
C -1.771 0.738 5.835  0.51
Cl -2.526 0.738 7.335  -0.05
C -0.771 1.693 5.546  -0.14
Cl -0.354 2.859 6.711  -0.10
C -4.569 2.439 -0.894  -0.32
C -4.803 1.148 -0.442  -0.91
C -3.727 0.389 -0.017  -0.23
N -2.474 0.857 -0.044  0.52
C -2.248 2.105 -0.461  -0.22
C -3.271 2.929 -0.895  -0.83
H -5.388 3.056 -1.239  0.45
H -5.798 0.727 -0.424  0.48
H -3.873 -0.614 0.364  0.46
H -1.222 2.448 -0.437  0.30
H -3.049 3.931 -1.232  0.47
C -1.359 -4.264 -1.021  -1.44
P -0.425 -2.732 -0.801  1.38
C -0.578 -1.733 -2.306  0.66
C -1.867 -1.287 -2.651  -0.28
C -2.062 -0.570 -3.816  -0.75
C -0.978 -0.274 -4.636  -0.52
C 0.304 -0.688 -4.284  -0.74
C 0.514 -1.403 -3.118  -0.58
C 1.315 -3.087 -0.524  0.65
C 2.146 -1.990 -0.258  0.36
C 3.496 -2.177 -0.035  -0.78
C 4.023 -3.464 -0.054  -0.68
C 3.199 -4.555 -0.291  -0.69
C 1.845 -4.376 -0.528  -0.62
H -0.977 -4.789 -1.897  0.49
H -2.413 -4.036 -1.176  0.44
H -1.257 -4.888 -0.133  0.48
H -2.716 -1.551 -2.028  0.32
H -3.056 -0.248 -4.100  0.49
H -1.132 0.264 -5.562  0.45
H 1.139 -0.463 -4.933  0.48
H 1.507 -1.749 -2.863  0.55
H 1.711 -0.995 -0.241  -0.31
H 4.141 -1.329 0.155  0.48
H 5.079 -3.617 0.127  0.44
H 3.619 -5.551 -0.298  0.43
H 1.218 -5.235 -0.730  0.42
C 4.644 2.616 0.197  -1.01
As 2.729 2.575 0.566  0.57
C 1.945 1.933 -1.115  -0.63
C 2.244 4.455 0.649  -1.11
S 0.320 0.764 1.822  0.05
H 4.760 3.145 -0.752  0.41
H 5.058 1.614 0.120  0.33
H 5.166 3.158 0.983  0.42
H 1.808 2.799 -1.763  0.55
H 0.987 1.435 -0.969  -0.23
H 2.641 1.236 -1.580  0.44
H 2.496 4.879 -0.325  0.47
H 2.837 4.947 1.418  0.44
H 1.187 4.598 0.860  0.34

Its charge is +3. The HOMO-LUMO gap (spin up / spin down) is 8.49 / 5.47 eV. The expectation value of S² is 6.04. For the electronic energy, the calculation gives -6502.93274 hartree. Its spin multiplicity is 5. The value obtained for the largest force on an atom is 1.5 eV Å⁻¹. The calculation puts the highest occupied orbital energy (spin up / spin down) at -16.301 / -16.923 eV.

=====

Entry from the Open Molecules 2025 dataset: C27H27BCl5CrF2N12OPS2 as an isolated structure (wB97M-V/def2-TZVPD).

Each line ends with the Mulliken charge.
Geometry (Å):
Cr 0.127 -2.076 -0.678  0.86
N 0.667 -1.208 -4.681  -0.09
C 0.397 -0.289 -3.610  -0.07
N 0.014 0.901 -3.897  -0.94
N -0.282 1.408 -2.708  -0.36
N -0.014 0.558 -1.777  0.49
N 0.402 -0.617 -2.292  0.00
C 1.869 -1.909 -4.795  0.14
N 2.677 -1.720 -5.855  -0.40
N 3.434 -2.859 -5.800  -0.60
N 3.214 -3.637 -4.809  -0.30
N 2.114 -3.089 -4.207  0.71
H 0.406 -0.725 -5.548  0.37
C -4.500 3.125 2.143  -0.91
C -4.587 3.274 0.598  -1.05
N -3.969 2.120 -0.156  0.36
C -2.800 2.474 -0.938  -0.58
C -1.595 2.785 -0.026  -0.93
C -4.706 1.001 -0.299  0.50
O -5.871 0.888 0.066  -0.69
C -3.951 -0.179 -1.026  0.47
C -4.441 -0.772 -2.235  -0.54
C -3.857 -1.955 -2.587  -0.94
C -2.703 -2.432 -1.921  -0.28
N -2.213 -1.818 -0.838  -0.28
C -2.873 -0.756 -0.353  -0.36
H -5.016 4.042 2.455  0.34
H -3.453 3.174 2.476  0.22
H -5.073 2.214 2.442  0.28
H -4.061 4.168 0.369  0.43
H -5.587 3.258 0.254  0.58
H -2.987 3.279 -1.681  0.19
H -2.539 1.582 -1.532  0.15
H -1.823 3.622 0.650  0.37
H -0.635 2.800 -0.535  0.64
H -1.607 1.926 0.572  0.05
H -5.269 -0.411 -2.811  0.52
H -4.302 -2.583 -3.368  0.37
H -2.066 -3.214 -2.263  0.68
H -2.437 -0.285 0.445  0.49
F 2.113 -4.668 -2.345  -0.27
B 1.557 -3.558 -2.860  0.26
F 0.121 -3.584 -2.935  -0.32
S 3.202 -3.323 2.655  -0.54
P 1.508 -2.345 2.767  0.98
S -0.078 -3.024 1.653  -0.45
C 0.955 -2.340 4.498  0.45
C -0.296 -2.015 4.887  -0.35
C -0.645 -1.997 6.255  -0.62
C 0.280 -2.317 7.289  -0.64
C 1.534 -2.690 6.854  -0.35
C 1.874 -2.746 5.481  -0.57
C 1.623 -0.608 2.287  0.58
C 0.541 0.281 2.157  -0.13
C 0.732 1.580 1.667  -0.62
C 1.993 1.971 1.191  -0.74
C 3.057 1.066 1.283  -0.75
C 2.915 -0.218 1.885  -0.69
H -1.071 -1.614 4.315  0.33
H -1.631 -1.646 6.475  0.38
H 0.044 -2.314 8.332  0.41
H 2.324 -2.957 7.569  0.32
H 2.837 -3.181 5.141  0.20
H -0.388 -0.181 2.512  0.08
H 0.030 2.402 1.788  0.54
H 2.108 2.977 0.798  0.50
H 4.001 1.283 0.827  0.67
H 3.751 -0.939 2.042  0.30
Cl 4.071 4.280 -5.054  -0.21
C 4.215 4.519 -3.267  -0.05
Cl 2.749 4.003 -2.465  -0.07
H 4.388 5.574 -2.952  0.03
H 5.080 3.951 -2.900  0.22
Cl 5.336 -2.788 -0.116  -0.16
C 4.268 -1.727 -1.055  0.17
Cl 5.168 7.436 -1.580  -0.91
Cl 4.625 -0.039 -1.434  -0.13
C 3.057 -2.140 -1.303  -0.34
N 1.942 -2.427 -1.586  0.66

Its charge is -2. The HOMO-LUMO gap (spin up / spin down) is 5.97 / 5.93 eV. The expectation value of S² is 6.02. For the electronic energy, the calculation gives -6485.40489 hartree. Its spin multiplicity is 5. The value obtained for the largest force on an atom is 4.3 eV Å⁻¹. For the energy relative to the best compared isomer or geometry (same formula, charge and spin), the calculation gives 0.836 eV. The calculation puts the highest occupied orbital energy (spin up / spin down) at -2.814 / -2.814 eV.

=====

Entry from the Open Molecules 2025 dataset: C27H27BCrN6PS as an isolated structure (wB97M-V/def2-TZVPD).

Each line ends with the Mulliken charge.
Geometry (Å):
Cr 0.300 -0.455 0.000  0.66
C -1.293 2.998 -1.763  -1.67
C -1.057 1.599 -1.291  0.78
N -0.247 1.357 -0.259  1.64
N 0.237 2.400 0.413  -1.59
C 1.045 2.135 1.401  0.59
N 1.542 3.168 2.133  -0.46
S 1.554 0.544 1.831  -0.46
C -1.589 0.440 -1.903  0.17
C -2.522 0.433 -2.959  -0.81
C -2.975 -0.763 -3.459  -0.46
C -2.483 -1.957 -2.920  -0.96
C -1.573 -1.888 -1.884  -0.11
N -1.139 -0.740 -1.370  0.55
H -0.377 3.569 -1.622  0.45
H -2.074 3.486 -1.183  0.31
H -1.570 3.012 -2.812  0.42
H 1.090 4.061 2.035  0.25
H 1.902 2.934 3.042  0.24
H -2.888 1.368 -3.352  0.39
H -3.713 -0.784 -4.247  0.45
H -2.808 -2.913 -3.296  0.43
H -1.178 -2.789 -1.429  0.45
N 1.600 -0.294 -1.234  0.22
P 2.798 -0.481 -2.199  0.63
C 4.402 -0.331 -1.337  -0.01
C 4.502 0.740 -0.454  -0.24
C 5.625 0.881 0.336  -0.76
C 6.650 -0.050 0.252  -0.47
C 6.547 -1.120 -0.622  -0.68
C 5.422 -1.268 -1.416  -0.25
C 2.737 -2.123 -2.991  0.14
C 2.713 -2.327 -4.364  -0.31
C 2.496 -3.600 -4.862  -0.67
C 2.301 -4.666 -3.999  -0.50
C 2.307 -4.459 -2.627  -0.78
C 2.512 -3.189 -2.124  -0.44
C 2.811 0.787 -3.508  0.06
C 1.620 1.427 -3.823  -0.24
C 1.608 2.419 -4.787  -0.58
C 2.784 2.778 -5.428  -0.53
C 3.974 2.144 -5.107  -0.66
C 3.990 1.147 -4.148  -0.38
H 3.678 1.440 -0.390  0.38
H 5.702 1.709 1.025  0.42
H 7.524 0.052 0.879  0.39
H 7.344 -1.847 -0.677  0.42
H 5.332 -2.106 -2.093  0.41
H 2.859 -1.493 -5.036  0.42
H 2.470 -3.762 -5.930  0.42
H 2.129 -5.657 -4.394  0.41
H 2.139 -5.287 -1.955  0.43
H 2.489 -2.997 -1.056  0.48
H 0.720 1.140 -3.295  0.35
H 0.683 2.917 -5.043  0.41
H 2.775 3.558 -6.177  0.39
H 4.889 2.430 -5.604  0.41
H 4.911 0.646 -3.886  0.44
B -0.732 -4.115 2.462  0.15
C -0.452 -2.836 1.694  -0.09
N -0.223 -1.881 1.057  -0.68
H -1.916 -4.213 2.608  -0.12
H -0.286 -4.989 1.772  -0.12
H -0.169 -4.054 3.517  -0.11

Its charge is 0. The HOMO-LUMO gap (spin up / spin down) is 6.54 / 6.62 eV. The expectation value of S² is 3.80. For the electronic energy, the calculation gives -3182.50425 hartree. Its spin multiplicity is 4. The value obtained for the largest force on an atom is 3.5 eV Å⁻¹. For the energy relative to the best compared isomer or geometry (same formula, charge and spin), the calculation gives 0.597 eV. The calculation puts the highest occupied orbital energy (spin up / spin down) at -7.484 / -7.882 eV.

=====

Entry from the Open Molecules 2025 dataset: C27H27BIrN3O2 as an isolated structure (wB97M-V/def2-TZVPD).

Each line ends with the Mulliken charge.
Geometry (Å):
Ir 0.051 2.484 0.243  0.76
C 3.302 2.368 -0.351  -1.32
C 2.957 2.012 1.058  0.95
C 3.927 1.666 2.004  -0.77
C 3.551 1.350 3.289  -0.60
C 2.200 1.401 3.651  -0.63
C 1.281 1.766 2.704  0.90
N 1.674 2.058 1.418  0.09
C -0.181 1.945 2.972  0.21
C -0.858 1.808 4.168  -0.61
C -2.224 2.096 4.197  -0.90
C -2.899 2.541 3.064  -0.60
C -2.191 2.675 1.883  0.33
N -0.886 2.351 1.899  -0.32
C -2.665 3.214 0.567  0.77
C -3.923 3.708 0.359  -0.63
C -4.219 4.288 -0.882  -0.56
C -3.247 4.360 -1.853  -0.72
C -1.979 3.824 -1.608  1.07
C -0.889 3.861 -2.630  -1.44
N -1.711 3.266 -0.427  -0.13
H 4.081 1.716 -0.742  0.44
H 3.669 3.395 -0.403  0.32
H 2.438 2.281 -1.021  0.15
H 4.968 1.650 1.710  0.50
H 4.295 1.072 4.024  0.49
H 1.893 1.173 4.662  0.45
H -0.343 1.500 5.066  0.49
H -2.766 1.992 5.128  0.48
H -3.949 2.792 3.111  0.48
H -4.675 3.665 1.134  0.44
H -5.208 4.686 -1.068  0.49
H -3.450 4.820 -2.811  0.49
H -1.276 3.626 -3.620  0.45
H -0.096 3.137 -2.409  0.24
H -0.445 4.858 -2.676  0.32
C 1.032 -4.721 -3.490  -1.46
C 0.787 -5.024 -1.994  2.06
C 2.151 -5.349 -1.319  -1.43
C -0.133 -6.238 -1.863  -2.06
C 0.263 -3.798 -1.316  0.41
C -0.932 -3.842 -0.501  -0.38
C -1.468 -2.740 0.107  -1.72
C -0.771 -1.548 -0.088  0.95
O -1.070 -0.329 0.374  -0.52
B -0.063 0.541 -0.126  0.81
O 0.866 -0.188 -0.858  -0.38
C 0.425 -1.483 -0.862  0.15
C 0.959 -2.563 -1.473  -0.90
H 1.346 -5.646 -3.972  0.45
H 1.821 -3.987 -3.646  0.36
H 0.122 -4.377 -3.983  0.39
H 2.566 -6.219 -1.829  0.43
H 2.026 -5.599 -0.265  0.40
H 2.866 -4.532 -1.412  0.38
H 0.320 -7.075 -2.390  0.42
H -1.112 -6.064 -2.313  0.49
H -0.265 -6.551 -0.826  0.48
H -1.426 -4.796 -0.388  0.52
H -2.377 -2.780 0.690  0.54
H 1.858 -2.496 -2.068  0.56

Its charge is +3. The HOMO-LUMO gap (spin up / spin down) is 7.64 / 6.22 eV. The expectation value of S² is 0.76. For the electronic energy, the calculation gives -1488.17386 hartree. Its spin multiplicity is 2. The value obtained for the largest force on an atom is 1.5 eV Å⁻¹. For the energy relative to the best compared isomer or geometry (same formula, charge and spin), the calculation gives 0.000 eV. The calculation puts the highest occupied orbital energy (spin up / spin down) at -17.676 / -17.728 eV.

=====

Repeat the third record exactly.
Entry from the Open Molecules 2025 dataset: C27H27BCrN6PS as an isolated structure (wB97M-V/def2-TZVPD).

Each line ends with the Mulliken charge.
Geometry (Å):
Cr 0.300 -0.455 0.000  0.66
C -1.293 2.998 -1.763  -1.67
C -1.057 1.599 -1.291  0.78
N -0.247 1.357 -0.259  1.64
N 0.237 2.400 0.413  -1.59
C 1.045 2.135 1.401  0.59
N 1.542 3.168 2.133  -0.46
S 1.554 0.544 1.831  -0.46
C -1.589 0.440 -1.903  0.17
C -2.522 0.433 -2.959  -0.81
C -2.975 -0.763 -3.459  -0.46
C -2.483 -1.957 -2.920  -0.96
C -1.573 -1.888 -1.884  -0.11
N -1.139 -0.740 -1.370  0.55
H -0.377 3.569 -1.622  0.45
H -2.074 3.486 -1.183  0.31
H -1.570 3.012 -2.812  0.42
H 1.090 4.061 2.035  0.25
H 1.902 2.934 3.042  0.24
H -2.888 1.368 -3.352  0.39
H -3.713 -0.784 -4.247  0.45
H -2.808 -2.913 -3.296  0.43
H -1.178 -2.789 -1.429  0.45
N 1.600 -0.294 -1.234  0.22
P 2.798 -0.481 -2.199  0.63
C 4.402 -0.331 -1.337  -0.01
C 4.502 0.740 -0.454  -0.24
C 5.625 0.881 0.336  -0.76
C 6.650 -0.050 0.252  -0.47
C 6.547 -1.120 -0.622  -0.68
C 5.422 -1.268 -1.416  -0.25
C 2.737 -2.123 -2.991  0.14
C 2.713 -2.327 -4.364  -0.31
C 2.496 -3.600 -4.862  -0.67
C 2.301 -4.666 -3.999  -0.50
C 2.307 -4.459 -2.627  -0.78
C 2.512 -3.189 -2.124  -0.44
C 2.811 0.787 -3.508  0.06
C 1.620 1.427 -3.823  -0.24
C 1.608 2.419 -4.787  -0.58
C 2.784 2.778 -5.428  -0.53
C 3.974 2.144 -5.107  -0.66
C 3.990 1.147 -4.148  -0.38
H 3.678 1.440 -0.390  0.38
H 5.702 1.709 1.025  0.42
H 7.524 0.052 0.879  0.39
H 7.344 -1.847 -0.677  0.42
H 5.332 -2.106 -2.093  0.41
H 2.859 -1.493 -5.036  0.42
H 2.470 -3.762 -5.930  0.42
H 2.129 -5.657 -4.394  0.41
H 2.139 -5.287 -1.955  0.43
H 2.489 -2.997 -1.056  0.48
H 0.720 1.140 -3.295  0.35
H 0.683 2.917 -5.043  0.41
H 2.775 3.558 -6.177  0.39
H 4.889 2.430 -5.604  0.41
H 4.911 0.646 -3.886  0.44
B -0.732 -4.115 2.462  0.15
C -0.452 -2.836 1.694  -0.09
N -0.223 -1.881 1.057  -0.68
H -1.916 -4.213 2.608  -0.12
H -0.286 -4.989 1.772  -0.12
H -0.169 -4.054 3.517  -0.11

Its charge is 0. The HOMO-LUMO gap (spin up / spin down) is 6.54 / 6.62 eV. The expectation value of S² is 3.80. For the electronic energy, the calculation gives -3182.50425 hartree. Its spin multiplicity is 4. The value obtained for the largest force on an atom is 3.5 eV Å⁻¹. For the energy relative to the best compared isomer or geometry (same formula, charge and spin), the calculation gives 0.597 eV. The calculation puts the highest occupied orbital energy (spin up / spin down) at -7.484 / -7.882 eV.

=====

Question: Which value of charge does entry 2 give?
Answer: -2